C3H12N3 | the ωB97M-V functional and the def2-TZVPD basis

charge: +1
HOMO-LUMO gap: 10.51 eV
energy above the lowest of the compared OMol25 structures with the same formula, charge and spin: 203.35 kJ/mol

CARTESIAN COORDINATES (ANGSTROEM)
N: 0.040 -1.561 0.492
C: 1.294 -0.706 0.373
C: 0.948 0.753 0.494
N: 2.198 1.470 0.865
H: -0.322 -1.462 1.440
H: -0.751 -1.233 -0.111
H: 0.194 -2.557 0.330
H: 1.916 -1.094 1.179
H: 1.772 -0.924 -0.581
H: 0.521 1.126 -0.446
H: 0.211 0.935 1.290
H: 2.844 1.231 0.117
H: 1.991 2.455 0.761
C: -2.676 0.298 -1.639
N: -2.247 -0.249 -0.565
H: -3.152 -0.343 -2.376
H: -2.583 1.376 -1.774
H: -2.196 0.485 0.149



C3H12N3O | the ωB97M-V functional and the def2-TZVPD basis

charge: 0
⟨S²⟩: 0.754
HOMO-LUMO gap (alpha / beta): 9.62 / 6.43 eV
2S+1: 2
energy above the lowest of the compared OMol25 structures with the same formula, charge and spin: 55.85 kJ/mol

CARTESIAN COORDINATES (ANGSTROEM)
C: 0.690 -0.643 2.323
N: 0.494 -1.945 1.651
C: -0.673 -1.904 0.780
O: -0.668 -0.969 -0.203
H: 1.173 0.091 1.672
H: 1.281 -0.745 3.228
H: -0.284 -0.227 2.590
H: 1.272 -2.031 1.002
H: -1.560 -1.776 1.420
H: -0.769 -2.900 0.318
N: 0.986 1.218 -1.048
C: -0.190 2.012 -1.398
N: -1.184 1.413 -2.289
H: 0.694 0.303 -0.722
H: 1.541 1.100 -1.887
H: -0.746 2.244 -0.489
H: 0.178 2.957 -1.794
H: -0.834 1.308 -3.233
H: -1.401 0.493 -1.921



C3H12N3O | the ωB97M-V functional and the def2-TZVPD basis

charge: 0
⟨S²⟩: 0.753
HOMO-LUMO gap (alpha / beta): 4.81 / 9.05 eV
2S+1: 2
energy above the lowest of the compared OMol25 structures with the same formula, charge and spin: 70.41 kJ/mol

CARTESIAN COORDINATES (ANGSTROEM)
C: 1.941 0.019 2.001
O: 1.139 1.203 1.835
H: 1.397 1.827 2.514
H: 2.909 0.321 2.408
H: 1.426 -0.657 2.675
H: 2.227 -0.369 1.027
C: -1.724 0.305 0.572
C: -0.480 -0.365 -1.507
N: -0.540 0.175 -0.244
N: -1.131 -1.586 -1.803
N: 0.296 0.278 -2.478
H: 0.317 0.319 0.275
H: -2.094 -1.596 -1.491
H: -1.073 -1.878 -2.765
H: 0.927 0.992 -2.166
H: 0.533 -0.151 -3.351
H: -2.391 1.119 0.252
H: -1.331 0.629 1.536
H: -2.345 -0.583 0.708



C3H12N3O | the ωB97M-V functional and the def2-TZVPD basis

charge: +1
HOMO-LUMO gap: 11.39 eV
energy above the lowest of the compared OMol25 structures with the same formula, charge and spin: 218.83 kJ/mol

CARTESIAN COORDINATES (ANGSTROEM)
C: -0.254 2.267 -2.364
O: 1.070 2.277 -1.716
H: 1.554 3.073 -1.740
H: -0.285 1.711 -3.237
H: -0.526 3.251 -2.656
H: -1.048 1.886 -1.572
C: -0.406 -1.748 2.619
C: 0.003 -0.835 0.367
N: 0.784 0.211 -0.101
N: -0.365 -0.697 1.693
N: -0.455 -1.882 -0.392
H: 0.983 1.048 0.474
H: 0.974 0.442 -1.077
H: -0.035 0.129 2.146
H: -0.985 -2.655 0.020
H: 0.074 -2.163 -1.232
H: -0.268 -1.422 3.701
H: 0.542 -2.419 2.478
H: -1.355 -2.476 2.588



C3H12N3O | the ωB97M-V functional and the def2-TZVPD basis

charge: +1
HOMO-LUMO gap: 10.70 eV
energy above the lowest of the compared OMol25 structures with the same formula, charge and spin: 164.44 kJ/mol

CARTESIAN COORDINATES (ANGSTROEM)
C: 0.520 -0.253 2.166
C: -0.890 -0.131 1.488
N: -0.550 -0.139 0.051
C: -0.222 0.914 -0.734
N: 0.374 0.525 -1.860
N: -0.684 2.161 -0.451
H: 0.346 -0.844 3.048
H: 0.993 0.641 2.363
H: 1.326 -0.901 1.761
H: -1.599 -0.958 1.695
H: -1.170 0.929 1.799
H: -0.226 -1.126 -0.264
H: 0.540 -0.490 -1.885
H: 0.251 1.107 -2.658
H: -1.700 2.293 -0.437
H: -0.179 2.959 -0.761
H: 1.979 -2.499 -0.796
H: 0.451 -3.084 -0.857
O: 1.070 -2.379 -0.589



C3H12N3O | the ωB97M-V functional and the def2-TZVPD basis

charge: +1
HOMO-LUMO gap: 10.48 eV
energy above the lowest of the compared OMol25 structures with the same formula, charge and spin: 78.03 kJ/mol

CARTESIAN COORDINATES (ANGSTROEM)
N: 0.031 1.939 -2.127
C: 1.137 1.146 -2.282
N: 1.021 -0.153 -1.718
O: 2.132 1.515 -2.836
H: -0.776 1.608 -1.635
H: 0.189 2.934 -2.168
H: 0.215 -0.678 -2.028
H: 1.864 -0.671 -1.956
C: -1.294 -1.295 2.332
C: -0.845 -0.784 0.983
N: 0.439 -0.006 1.102
H: -2.275 -1.758 2.327
H: -0.569 -2.017 2.716
H: -1.320 -0.482 3.064
H: -0.592 -1.618 0.331
H: -1.587 -0.145 0.509
H: 0.291 0.868 1.605
H: 0.844 0.164 0.128
H: 1.094 -0.566 1.651



C3H12N3S | the ωB97M-V functional and the def2-TZVPD basis

charge: +1
HOMO-LUMO gap: 8.48 eV
energy above the lowest of the compared OMol25 structures with the same formula, charge and spin: 429.59 kJ/mol

CARTESIAN COORDINATES (ANGSTROEM)
C: 0.294 -2.641 0.123
C: 0.519 0.523 -1.979
C: 0.201 -1.503 -0.595
N: 1.001 -0.168 4.219
N: 0.375 -0.577 -1.239
N: -1.547 2.348 -2.255
S: -0.405 0.114 3.181
H: 1.244 -3.120 0.203
H: 0.136 -2.377 1.162
H: -0.599 -3.217 -0.128
H: 1.416 1.028 -1.891
H: 0.352 0.158 -3.117
H: -0.267 1.250 -1.734
H: 1.805 -0.445 3.690
H: 0.625 -0.962 4.713
H: -1.710 3.056 -1.629
H: -2.485 2.256 -2.648
H: -1.052 2.868 -2.956
H: 0.097 1.408 2.877



C3H12N3S | the ωB97M-V functional and the def2-TZVPD basis

charge: +1
⟨S²⟩: 2.022
HOMO-LUMO gap (alpha / beta): 9.82 / 6.79 eV
2S+1: 3
energy above the lowest of the compared OMol25 structures with the same formula, charge and spin: 303.83 kJ/mol

CARTESIAN COORDINATES (ANGSTROEM)
C: 1.530 -1.531 0.531
C: -1.624 -0.414 -1.132
C: 0.392 -1.275 -0.305
N: -0.538 0.439 0.815
N: -0.496 -0.368 -0.241
N: 0.343 2.850 0.219
S: 0.215 -3.107 -2.654
H: 2.105 -0.504 0.550
H: 1.241 -1.767 1.585
H: 1.939 -2.398 0.071
H: -2.480 -0.236 -0.557
H: -1.697 0.522 -1.796
H: -1.537 -1.352 -1.713
H: -1.031 1.322 0.776
H: 0.267 0.494 1.340
H: 1.286 2.715 0.457
H: -0.045 3.630 0.911
H: 0.263 3.233 -0.729
H: 1.308 -2.619 -3.261



C3H12N4 | the ωB97M-V functional and the def2-TZVPD basis

charge: -1
⟨S²⟩: 0.750
HOMO-LUMO gap (alpha / beta): 2.81 / 8.65 eV
2S+1: 2
energy above the lowest of the compared OMol25 structures with the same formula, charge and spin: 0.00 kJ/mol

CARTESIAN COORDINATES (ANGSTROEM)
C: 0.987 2.431 0.820
N: 0.941 1.205 0.075
C: 0.833 1.452 -1.363
H: 1.989 2.873 0.768
H: 0.286 3.205 0.468
H: 0.795 2.222 1.872
H: 0.135 0.612 0.284
H: 0.013 2.148 -1.601
H: 0.638 0.521 -1.883
H: 1.763 1.907 -1.717
N: -0.504 -2.657 1.152
C: -0.964 -1.759 0.220
N: -0.679 -2.084 -1.071
N: -1.600 -0.668 0.501
H: -0.850 -2.550 2.094
H: -0.401 -3.634 0.877
H: -0.459 -3.055 -1.257
H: -1.210 -1.579 -1.749
H: -1.713 -0.589 1.509



C3H12N4 | the ωB97M-V functional and the def2-TZVPD basis

charge: +2
HOMO-LUMO gap (alpha / beta): 8.02 / 7.02 eV
energy above the lowest of the compared OMol25 structures with the same formula, charge and spin: 430.37 kJ/mol

CARTESIAN COORDINATES (ANGSTROEM)
C: -0.785 -0.621 -0.226
C: -2.740 0.772 0.262
C: 1.811 0.022 -0.371
N: -1.463 -1.656 -0.716
N: 1.993 1.276 -0.635
N: -1.316 0.492 0.239
N: 2.324 -0.579 0.864
H: -2.959 1.745 0.685
H: -3.278 0.011 0.785
H: -3.053 0.800 -0.777
H: 1.353 -0.670 -1.127
H: -0.852 -2.381 -1.126
H: -2.316 -1.939 -0.198
H: 2.041 1.691 -1.567
H: 2.566 1.806 -0.033
H: -0.841 1.343 0.218
H: 3.314 -0.284 1.087
H: 1.968 -0.296 1.871
H: 2.232 -1.531 0.766



C3H12N4O | the ωB97M-V functional and the def2-TZVPD basis

charge: 0
HOMO-LUMO gap: 8.39 eV
energy above the lowest of the compared OMol25 structures with the same formula, charge and spin: 330.60 kJ/mol

CARTESIAN COORDINATES (ANGSTROEM)
C: 0.638 -0.712 1.652
C: -1.574 0.274 1.114
N: -0.116 0.359 1.022
C: 0.443 1.005 -0.036
N: 1.817 1.197 -0.019
O: -0.263 1.943 -0.671
H: 2.121 1.706 -0.836
H: 2.383 0.381 0.156
H: 1.568 -0.335 2.081
H: 0.864 -1.516 0.939
H: 0.047 -1.131 2.463
H: -1.953 -0.588 0.564
H: -1.848 0.204 2.168
H: -2.007 1.180 0.700
N: 0.023 -0.130 -1.743
N: -0.809 -1.296 -1.631
H: -0.252 -2.147 -1.605
H: -1.421 -1.367 -2.441
H: 0.805 -0.301 -2.382
H: -0.465 1.272 -1.497



C3H12N4S | the ωB97M-V functional and the def2-TZVPD basis

charge: +2
HOMO-LUMO gap: 6.72 eV
energy above the lowest of the compared OMol25 structures with the same formula, charge and spin: 0.00 kJ/mol

CARTESIAN COORDINATES (ANGSTROEM)
C: -0.823 0.330 0.983
C: 0.852 -2.388 -2.554
C: 0.909 1.860 1.707
N: -0.925 -0.642 0.165
N: -1.605 -1.724 0.447
N: -0.843 2.509 0.118
N: 0.001 1.469 0.600
S: 1.760 -3.726 -2.392
H: -0.121 -2.356 -2.087
H: -1.318 0.429 1.947
H: 1.139 -1.526 -3.142
H: 1.499 2.731 1.420
H: 0.318 2.111 2.587
H: 1.576 1.036 1.949
H: -1.884 -2.296 -0.334
H: -2.167 -1.798 1.292
H: -0.308 3.296 -0.241
H: -1.473 2.844 0.845
H: 0.560 1.175 -0.215
H: 2.855 -3.334 -3.096



Summary of max |F| in Eh/bohr
0.0261; 0.0209; 0.0285; 0.1041; 0.0729; 0.0176; 0.1009; 0.0829; 0.0229; 0.1016; 0.0058; 0.0294
(order as listed above)